No. 1
This record from the OMol25 dataset describes 2 unconnected molecules or ions with the total composition C3H10NO3 at a distorted geometry. The level of theory is ωB97M-V/def2-TZVPD.

The geometry in ORCA input format:
```
! wB97M-V def2-TZVPD RIJCOSX def2/J DEFGRID3
* xyz -1 1
N -0.519 0.895 -1.096
C 0.618 0.095 -0.581
C 0.352 -1.364 -0.773
O -0.230 -1.711 -2.039
C 1.052 0.368 0.915
O 1.768 -0.639 1.414
H -1.287 0.280 -1.317
H -0.864 1.470 -0.331
H 1.514 0.396 -1.145
H 1.242 -1.937 -0.591
H -0.301 -1.825 -0.032
H 0.311 -1.328 -2.748
H 1.659 1.306 0.812
H 0.092 0.563 1.467
H -2.273 0.536 2.212
H -1.080 1.448 1.859
O -2.054 1.445 1.973
*
```

Kohn-Sham gap: 6.6 eV
LUMO: 3.832 eV
HOMO level: -2.8 eV

=====

No. 2
This record from the OMol25 dataset describes a molecular structure, C29H34Br2CaF10IKMgN5O11S2 at a distorted geometry. The level of theory is ωB97M-V/def2-TZVPD.

The geometry in ORCA input format:
```
! wB97M-V def2-TZVPD RIJCOSX def2/J DEFGRID3
* xyz 1 1
C 4.684 -4.402 3.194
C 4.197 -4.449 1.857
C 2.754 -4.031 1.363
C 1.471 -3.941 2.240
C 0.090 -3.559 1.617
C -0.080 -3.255 0.107
C 1.228 -3.303 -0.765
C 1.156 -2.958 -2.333
O 0.392 -3.653 -3.043
C 2.076 -1.760 -2.860
F 2.579 -0.997 -1.759
F 3.265 -2.352 -3.469
C 1.370 -0.821 -3.962
F -0.071 -1.062 -4.131
F 1.974 -1.161 -5.238
C 1.630 0.782 -3.754
F 1.141 1.462 -5.030
F 3.022 1.130 -3.686
C 0.784 1.456 -2.531
O -0.481 1.227 -2.244
O 1.478 2.421 -1.719
C 2.612 -3.678 -0.161
N -1.305 -2.923 -0.608
I -2.190 -4.790 -1.028
C -2.289 -2.193 0.212
C -3.251 -1.222 -0.571
C -3.066 -1.099 -2.158
C -4.400 -1.121 -3.044
O -3.939 -0.919 -4.421
C -5.234 -2.485 -3.021
F -4.511 -3.620 -3.477
F -5.738 -2.822 -1.741
F -6.422 -2.401 -3.884
C -4.370 -0.407 0.130
C -4.525 -0.522 1.668
C -3.576 -1.476 2.488
C -3.813 -1.508 4.075
O -4.211 -0.137 4.430
C -3.035 0.711 4.400
C -3.165 1.968 3.373
C -2.499 -2.293 1.739
S -1.393 -3.459 2.702
H 3.974 -4.737 4.027
H 5.768 -4.094 3.359
H 4.913 -4.879 1.056
H 1.542 -4.181 3.355
H 1.130 2.228 -0.803
H 3.512 -3.693 -0.876
H -2.552 -0.078 -2.336
H -2.368 -1.894 -2.593
H -5.058 -0.213 -2.802
H -4.295 -1.645 -5.012
H -5.089 0.272 -0.434
H -5.354 0.073 2.196
H -4.650 -2.206 4.411
H -2.855 -1.736 4.665
H -2.062 0.145 4.141
H -2.904 1.192 5.458
H -4.132 1.964 2.767
H -3.099 2.987 3.906
H -2.293 1.955 2.616
C -0.837 5.442 3.817
O -1.551 4.455 3.899
N -0.224 5.994 4.894
N -0.592 6.073 2.643
H 0.366 6.804 4.845
H -0.380 5.553 5.786
H -1.027 5.694 1.819
H -0.007 6.885 2.558
F -4.791 -5.186 -1.108
Ca -0.437 0.824 -4.436
C 3.675 5.739 1.106
O 2.597 6.279 0.952
N 4.304 4.957 0.179
C 5.592 4.346 0.435
C 3.662 4.732 -1.100
H 4.248 5.845 2.041
H 6.310 4.704 -0.308
H 5.493 3.260 0.356
H 5.953 4.600 1.433
H 3.503 5.694 -1.594
H 2.693 4.259 -0.933
H 4.278 4.092 -1.734
Br -4.215 -1.416 -6.811
O -0.248 1.762 4.360
S 0.641 1.245 3.291
O 0.287 -0.159 3.005
O 2.043 1.321 3.733
O 0.467 2.054 2.069
N 6.010 -3.346 -3.920
H 6.541 -2.862 -4.649
H 5.066 -2.947 -3.861
H 5.945 -4.343 -4.150
H 6.485 -3.234 -3.019
Mg -2.280 0.103 -7.083
Br -1.396 0.039 5.950
K -6.639 -1.097 -6.526
*
```

Kohn-Sham gap: 2.0 eV
LUMO: -5.959 eV
HOMO level: -7.9 eV

=====

No. 3
This record from the OMol25 dataset describes a single C5H8I2O molecule at a distorted geometry. The level of theory is ωB97M-V/def2-TZVPD.

The geometry in ORCA input format:
```
! wB97M-V def2-TZVPD RIJCOSX def2/J DEFGRID3
* xyz 0 1
I -0.522 -1.310 -1.783
I 0.572 3.657 0.365
O 2.268 0.521 1.693
C -0.318 -0.801 0.290
C -0.227 1.695 -0.131
C 0.867 0.647 2.037
C 1.991 0.468 0.286
C 0.495 0.497 0.533
H -1.341 -0.743 0.721
H 0.217 -1.664 0.764
H -1.255 1.690 0.143
H -0.213 1.616 -1.245
H 0.578 -0.181 2.748
H 0.566 1.562 2.483
H 2.477 1.287 -0.283
H 2.313 -0.473 -0.154
*
```

Kohn-Sham gap: 9.8 eV
LUMO: 0.253 eV
SMILES: ICC1(CI)COC1
HOMO level: -9.6 eV

=====

No. 4
This record from the OMol25 dataset describes a molecular structure, C39H65Br2N12PTi at a distorted geometry. The level of theory is ωB97M-V/def2-TZVPD.

The geometry in ORCA input format:
```
! wB97M-V def2-TZVPD RIJCOSX def2/J DEFGRID3
* xyz 2 3
Ti -0.448 1.180 -0.443
C 1.342 -0.683 -4.667
N 0.338 -0.737 -3.611
C 0.218 -2.036 -2.946
C -0.632 0.202 -3.510
N -1.166 0.499 -2.332
C -2.536 1.026 -2.316
C -3.217 0.400 -1.111
N -2.456 0.695 0.146
C -2.918 2.001 0.706
C -1.904 2.712 1.616
N -0.532 2.457 1.163
C 0.448 3.219 1.617
N 1.736 2.780 1.467
C 2.157 1.538 2.116
C 2.815 3.742 1.251
N 0.264 4.419 2.211
C 1.121 4.837 3.322
C -0.663 5.440 1.734
C -2.694 -0.469 1.061
C -2.127 -0.413 2.454
N -0.675 -0.504 2.407
C -0.106 -0.940 3.489
N 1.170 -1.459 3.434
C 2.083 -1.360 4.560
C 1.587 -2.348 2.361
N -0.702 -0.918 4.727
C -0.525 -1.998 5.694
C -1.460 0.231 5.190
N -1.010 0.832 -4.644
C -1.125 0.130 -5.921
C -1.326 2.256 -4.664
H 2.313 -0.929 -4.232
H 1.397 0.319 -5.085
H 1.141 -1.398 -5.468
H 1.207 -2.410 -2.688
H -0.252 -2.765 -3.615
H -0.367 -1.951 -2.044
H -3.091 0.752 -3.212
H -2.557 2.118 -2.248
H -3.217 -0.675 -1.260
H -4.255 0.726 -1.022
H -3.854 1.863 1.250
H -3.130 2.648 -0.141
H -2.011 2.376 2.646
H -2.162 3.759 1.610
H 1.325 0.845 2.178
H 2.533 1.745 3.124
H 2.967 1.085 1.545
H 3.457 3.366 0.454
H 3.429 3.878 2.144
H 2.416 4.705 0.942
H 1.704 3.996 3.691
H 0.489 5.192 4.136
H 1.796 5.646 3.034
H -0.126 6.386 1.670
H -1.512 5.581 2.405
H -1.019 5.201 0.736
H -2.236 -1.329 0.582
H -3.774 -0.628 1.133
H -2.554 -1.276 2.977
H -2.514 0.463 2.983
H 2.181 -2.303 5.108
H 1.749 -0.586 5.250
H 3.077 -1.088 4.192
H 0.773 -2.462 1.649
H 1.847 -3.332 2.766
H 2.468 -1.961 1.835
H -0.047 -2.852 5.223
H -1.502 -2.320 6.060
H 0.070 -1.686 6.556
H -1.240 1.099 4.569
H -1.159 0.466 6.211
H -2.539 0.056 5.192
H -0.351 0.433 -6.631
H -2.097 0.364 -6.360
H -1.073 -0.946 -5.770
H -2.388 2.439 -4.840
H -0.763 2.732 -5.468
H -1.031 2.719 -3.727
Br 5.546 -0.965 -1.993
C 3.839 -0.365 -1.506
C 3.051 -1.153 -0.641
C 1.804 -0.709 -0.329
N 1.309 0.478 -0.781
C 2.083 1.246 -1.629
C 3.366 0.816 -2.003
C 1.469 2.467 -2.049
C 2.028 3.370 -2.972
C 1.384 4.542 -3.229
Br 2.083 5.747 -4.480
C 0.181 4.855 -2.556
C -0.331 3.927 -1.705
N 0.249 2.728 -1.458
H 3.423 -2.093 -0.251
H 1.129 -1.288 0.292
H 3.979 1.408 -2.671
H 2.961 3.141 -3.476
H -0.326 5.796 -2.727
H -1.266 4.115 -1.192
C -2.567 -3.722 -1.156
P -1.130 -3.632 0.024
C -1.935 -4.316 1.542
C -0.087 -5.041 -0.520
C -0.590 -6.316 -0.789
C 0.258 -7.334 -1.203
C 1.620 -7.093 -1.355
C 2.135 -5.834 -1.084
C 1.282 -4.816 -0.670
H -3.510 -3.652 -0.610
H -2.562 -4.650 -1.722
H -2.518 -2.895 -1.868
H -2.215 -5.361 1.409
H -2.832 -3.736 1.774
H -1.248 -4.242 2.388
H -1.648 -6.529 -0.667
H -0.146 -8.320 -1.407
H 2.279 -7.889 -1.681
H 3.198 -5.646 -1.194
H 1.679 -3.826 -0.455
*
```

Kohn-Sham gap (spin up / spin down): 5.9 / 7.3 eV
LUMO (spin up / spin down): -4.732 / -5.432 eV
HOMO level (spin up / spin down): -10.7 / -12.8 eV

=====

No. 5
This record from the OMol25 dataset describes a single C3H6S2 molecule at a distorted geometry. The level of theory is ωB97M-V/def2-TZVPD.

The geometry in ORCA input format:
```
! wB97M-V def2-TZVPD RIJCOSX def2/J DEFGRID3
* xyz 0 1
C 1.938 -2.392 -0.009
C 0.525 -1.714 -0.142
C -0.643 0.743 -0.480
H 2.211 -2.974 -0.969
H 2.709 -1.578 0.109
H 1.880 -3.012 0.920
H -0.152 -2.340 0.306
H 0.307 -1.581 -1.203
H -0.622 0.222 -1.425
S 0.523 -0.032 0.679
S -1.601 1.997 -0.301
*
```

Kohn-Sham gap: 8.6 eV
LUMO: -0.168 eV
SMILES: CCSC=S
HOMO level: -8.8 eV

=====

No. 6
This record from the OMol25 dataset describes a molecular structure, C8H21Al2BrCaCl2F5NaO8P at a distorted geometry. The level of theory is ωB97M-V/def2-TZVPD.

The geometry in ORCA input format:
```
! wB97M-V def2-TZVPD RIJCOSX def2/J DEFGRID3
* xyz 1 1
C -1.860 1.394 -1.803
C -0.629 0.505 -1.439
C 0.389 0.686 -2.608
C -1.059 -0.970 -1.202
C 0.153 -1.927 -1.118
O 0.538 -1.951 0.287
P 1.845 -1.116 0.689
O 2.970 -2.058 0.930
O 2.299 0.014 -0.471
O 1.600 -0.341 2.088
Br 1.110 1.426 1.770
H -1.779 2.364 -1.307
H -1.913 1.572 -2.873
H -2.802 0.915 -1.523
H -0.306 0.926 -0.484
H 1.256 1.235 -2.219
H 0.004 1.330 -3.402
H 0.703 -0.250 -3.095
H -1.572 -0.960 -0.203
H -1.959 -1.498 -2.026
H -0.194 -2.934 -1.372
H 0.968 -1.712 -1.819
H 2.908 0.704 -0.093
Cl -2.352 -0.960 -3.385
Ca 3.763 -0.878 -1.400
C 3.909 0.428 3.758
C 5.282 0.428 4.490
O 6.230 0.871 3.814
O 5.239 -0.019 5.642
H 4.005 0.833 2.744
H 3.530 -0.595 3.696
H 3.193 1.039 4.313
F -0.774 -0.887 1.760
Na -0.259 -2.438 3.177
O -3.648 -0.531 4.339
H -2.896 -0.458 3.706
H -4.446 -0.898 3.898
H -3.838 0.330 4.767
Cl 3.700 -4.258 0.628
C -4.343 -1.708 -0.088
O -4.083 -0.501 0.408
H -4.049 -1.922 -1.146
H -3.866 -2.557 0.462
H -5.413 -2.016 -0.093
Al 5.071 -5.029 -0.954
F -2.884 4.235 -4.045
Al -1.330 4.894 -4.260
F -1.040 5.170 -5.901
F -0.182 3.742 -3.657
F -1.191 6.331 -3.380
*
```

Kohn-Sham gap: 2.0 eV
LUMO: -7.297 eV
HOMO level: -9.3 eV

=====

No. 7
This record from the OMol25 dataset describes a single C5H6O2 molecule at a distorted geometry. The level of theory is ωB97M-V/def2-TZVPD.

The geometry in ORCA input format:
```
! wB97M-V def2-TZVPD RIJCOSX def2/J DEFGRID3
* xyz 0 1
C -0.767 0.496 -2.287
C -0.339 -0.184 -1.190
C 0.910 0.223 -0.539
C -0.236 -0.297 1.996
C 0.975 -0.266 1.140
O 1.742 0.892 -1.070
O 0.227 -1.448 1.295
H -1.837 0.462 -2.687
H -0.063 1.221 -2.541
H -1.091 -0.745 -0.512
H -0.263 -0.328 3.059
H -1.130 0.249 1.711
H 1.874 -0.275 1.625
*
```

Kohn-Sham gap: 9.6 eV
LUMO: 0.018 eV
SMILES: C=CC(=O)[C@H]1CO1
HOMO level: -9.6 eV

=====

No. 8
This record from the OMol25 dataset describes a molecular structure, C30H51Cl2N2OPRu at a distorted geometry. The level of theory is ωB97M-V/def2-TZVPD.

The geometry in ORCA input format:
```
! wB97M-V def2-TZVPD RIJCOSX def2/J DEFGRID3
* xyz -1 6
P 0.853 -0.058 -0.830
C 0.605 1.216 -2.257
C 1.643 1.273 -3.382
C 1.367 2.446 -4.327
C -0.085 2.513 -4.808
C -1.108 2.352 -3.677
C -0.814 1.121 -2.812
C 0.513 -1.728 -1.694
C 1.086 -1.818 -3.098
C 0.959 -3.240 -3.646
C -0.464 -3.800 -3.539
C -1.135 -3.557 -2.183
C -0.964 -2.120 -1.675
C 2.731 -0.139 -0.924
C 3.339 1.221 -0.577
C 4.844 1.207 -0.921
C 5.586 0.051 -0.249
C 4.888 -1.303 -0.424
C 3.377 -1.258 -0.104
H 0.683 2.141 -1.665
H 1.613 0.350 -3.971
H 2.671 1.345 -3.003
H 2.028 2.351 -5.196
H 1.625 3.385 -3.819
H -0.258 3.461 -5.328
H -0.256 1.729 -5.556
H -1.090 3.244 -3.035
H -2.113 2.255 -4.100
H -1.555 1.042 -2.002
H -0.899 0.212 -3.428
H 1.062 -2.420 -1.038
H 1.654 -3.892 -3.100
H 2.141 -1.505 -3.131
H 0.521 -1.140 -3.751
H 1.272 -3.240 -4.695
H -0.447 -4.874 -3.754
H -1.084 -3.354 -4.326
H -2.204 -3.787 -2.251
H -0.700 -4.232 -1.431
H -1.360 -2.046 -0.654
H -1.551 -1.425 -2.296
H 3.011 -0.347 -1.969
H 2.854 2.016 -1.158
H 3.158 1.459 0.485
H 4.954 1.110 -2.013
H 5.299 2.167 -0.646
H 5.656 0.267 0.822
H 6.610 -0.006 -0.635
H 5.381 -2.069 0.188
H 4.999 -1.618 -1.472
H 2.928 -2.226 -0.365
H 3.183 -1.112 0.970
Ru -0.662 0.409 1.663
Cl 0.518 -1.666 1.390
Cl -0.115 2.480 0.672
C -2.526 0.178 2.083
H -3.039 0.429 3.054
C -3.483 -0.512 1.223
C -4.634 -1.161 1.765
C -5.639 -1.601 0.915
C -5.488 -1.467 -0.481
C -4.289 -0.958 -1.022
C -3.291 -0.478 -0.172
H -4.712 -1.286 2.847
H -6.547 -2.050 1.335
H -4.146 -0.921 -2.108
H -2.360 -0.046 -0.562
H -6.302 -1.782 -1.145
C -1.170 3.792 4.782
N -1.159 2.531 5.489
C -1.362 2.553 6.930
C -0.827 1.486 4.689
O -0.617 1.807 3.471
N -0.692 0.190 5.059
C -1.231 -0.412 6.271
C -0.418 -0.715 3.928
H -1.373 4.605 5.477
H -1.944 3.812 4.004
H -0.206 3.989 4.296
H -2.251 1.983 7.237
H -0.480 2.172 7.464
H -1.519 3.599 7.225
H -0.904 -1.463 6.246
H -0.819 0.072 7.173
H -2.342 -0.367 6.285
H -1.352 -1.100 3.465
H 0.237 -0.147 3.173
H 0.137 -1.579 4.327
*
```

Kohn-Sham gap (spin up / spin down): 4.9 / 6.4 eV
LUMO (spin up / spin down): 2.434 / 2.414 eV
HOMO level (spin up / spin down): -2.5 / -4.0 eV

=====

No. 9
This record from the OMol25 dataset describes a molecular structure, C10H28BrN2O2 at a distorted geometry. The level of theory is ωB97M-V/def2-TZVPD.

The geometry in ORCA input format:
```
! wB97M-V def2-TZVPD RIJCOSX def2/J DEFGRID3
* xyz 1 1
Br 25.524 25.711 24.659
C 27.923 28.033 26.937
N 26.381 28.164 26.740
C 26.193 28.143 25.212
C 25.744 26.890 27.345
C 25.840 29.453 27.405
C 25.968 30.711 26.447
O 27.308 30.912 25.901
H 28.195 28.297 27.960
H 28.427 28.820 26.375
H 28.132 27.052 26.513
H 26.455 27.174 24.788
H 26.847 28.862 24.718
H 25.139 28.391 25.084
H 26.046 26.821 28.390
H 26.228 26.068 26.818
H 24.678 26.953 27.124
H 26.445 29.631 28.294
H 24.794 29.282 27.658
H 25.615 31.569 27.018
H 25.244 30.684 25.633
H 27.580 31.823 25.771
C 29.695 26.550 23.998
N 28.572 26.444 22.974
C 27.474 27.396 23.407
C 29.145 26.973 21.652
C 27.968 25.015 22.918
C 26.752 24.838 21.915
O 26.985 25.068 20.538
H 30.058 27.572 24.108
H 30.482 25.814 23.831
H 29.402 26.304 25.019
H 28.049 28.224 23.822
H 26.954 26.932 24.245
H 26.734 27.659 22.651
H 29.570 27.976 21.697
H 28.306 26.988 20.957
H 29.885 26.268 21.274
H 27.635 24.867 23.945
H 28.693 24.267 22.598
H 25.813 25.329 22.172
H 26.539 23.771 21.978
H 26.139 24.910 20.113
*
```

Kohn-Sham gap: 8.3 eV
LUMO: -2.315 eV
HOMO level: -10.6 eV

=====

Quick rundown of electronic energy, same order as above: -10905.061, -297802.286, -23562.230, -231857.103, -24877.622, -179017.223, -9373.700, -73880.147, -87927.699 eV
Quick rundown of M, same order as above: 108.1, 1272.9, 337.9, 940.7, 106.2, 639.1, 98.1, 658.7, 288.2 g/mol